(1)
Molecular formula: C47H88Cl6NO17S5
Method: DFT, the ωB97M-V functional and the def2-TZVPD basis

The calculation puts the orbital gap at 4.2 eV. For the total energy, the calculation gives -7929.39478 Eh. The charge is -1. The energy above the lowest of the compared OMol25 structures with the same formula, charge and spin comes out at 338.92 kJ/mol. Its spin multiplicity is 1.

Each line ends with the Löwdin charge.
Geometry (Å):
C (-5.248, -2.806, -6.013)  -0.035
C (-4.220, -3.931, -5.927)  -0.468
C (-2.877, -3.355, -6.419)  -0.155
C (-1.633, -4.251, -6.185)  -0.176
C (-1.476, -4.380, -4.687)  -0.190
C (-2.712, -4.880, -4.020)  -0.497
N (-3.967, -4.272, -4.457)  -0.187
O (-5.107, -4.808, -3.833)  -0.274
C (-2.468, -4.587, -2.537)  -0.041
C (-2.602, -6.461, -4.264)  -0.034
C (-4.602, -5.101, -6.833)  -0.033
H (-6.189, -3.349, -5.918)  0.053
H (-5.332, -2.494, -7.054)  0.067
H (-5.230, -1.899, -5.408)  0.081
H (-2.701, -2.295, -6.233)  0.092
H (-2.879, -3.322, -7.509)  0.075
H (-0.848, -3.655, -6.649)  0.066
H (-1.695, -5.215, -6.689)  0.102
H (-1.263, -3.373, -4.330)  0.116
H (-0.681, -5.110, -4.532)  0.104
H (-2.742, -3.588, -2.197)  0.087
H (-1.490, -4.832, -2.124)  0.074
H (-3.146, -5.201, -1.943)  0.055
H (-1.698, -6.904, -3.847)  0.063
H (-2.592, -6.773, -5.309)  0.032
H (-3.394, -7.038, -3.788)  0.056
H (-5.627, -5.113, -7.203)  0.056
H (-4.390, -6.080, -6.403)  0.035
H (-4.086, -5.035, -7.791)  0.066
C (1.234, -10.632, -5.573)  -0.238
C (-0.019, -9.797, -5.719)  -0.213
C (0.325, -8.396, -6.363)  -0.190
S (1.606, -8.851, -7.655)  0.699
O (2.669, -7.858, -7.781)  -0.383
O (0.916, -9.233, -8.866)  -0.349
C (2.208, -10.454, -6.773)  -0.157
H (0.932, -11.657, -5.358)  0.112
H (1.782, -10.369, -4.669)  0.107
H (-0.555, -9.679, -4.777)  0.117
H (-0.674, -10.374, -6.372)  0.107
H (0.865, -7.773, -5.649)  0.039
H (-0.524, -7.799, -6.695)  0.083
H (3.194, -10.248, -6.356)  0.087
H (2.258, -11.265, -7.499)  0.093
C (-1.733, 0.173, -4.065)  -0.222
C (-2.758, 1.080, -4.838)  -0.218
C (-3.936, 1.184, -3.941)  -0.214
S (-3.292, 1.125, -2.156)  0.720
O (-3.745, -0.069, -1.473)  -0.319
O (-3.466, 2.402, -1.450)  -0.362
C (-1.512, 0.797, -2.687)  -0.202
H (-0.776, -0.011, -4.553)  0.101
H (-2.181, -0.805, -3.885)  0.104
H (-3.053, 0.600, -5.772)  0.106
H (-2.393, 2.105, -4.892)  0.117
H (-4.684, 0.391, -3.917)  0.099
H (-4.456, 2.121, -4.142)  0.100
H (-1.134, 0.219, -1.843)  0.086
H (-0.939, 1.722, -2.752)  0.096
C (-0.444, -2.483, 1.480)  -0.217
C (-0.971, -3.979, 1.502)  -0.220
C (-2.167, -3.929, 2.371)  -0.254
S (-3.159, -2.421, 2.044)  0.768
O (-3.526, -1.677, 3.275)  -0.368
O (-4.200, -2.584, 0.999)  -0.331
C (-1.626, -1.603, 1.184)  -0.203
H (0.360, -2.264, 0.777)  0.108
H (-0.077, -2.274, 2.485)  0.107
H (-0.223, -4.665, 1.901)  0.112
H (-1.239, -4.381, 0.525)  0.102
H (-1.743, -3.819, 3.369)  0.103
H (-2.792, -4.822, 2.332)  0.095
H (-1.485, -0.567, 1.491)  0.097
H (-1.794, -1.574, 0.107)  0.078
C (-1.279, -0.600, -8.509)  -0.224
C (-1.815, 0.158, -9.742)  -0.177
C (-0.519, 0.567, -10.561)  -0.191
S (0.851, 0.868, -9.316)  0.751
O (0.949, 2.332, -9.064)  -0.377
O (2.013, -0.001, -9.636)  -0.390
C (-0.081, 0.147, -7.823)  -0.189
H (-0.946, -1.614, -8.729)  0.064
H (-2.014, -0.782, -7.726)  0.086
H (-2.440, 1.004, -9.456)  0.108
H (-2.493, -0.440, -10.352)  0.105
H (-0.570, 1.349, -11.318)  0.094
H (-0.198, -0.286, -11.159)  0.071
H (-0.382, 1.075, -7.337)  0.082
H (0.613, -0.400, -7.185)  0.072
C (-8.213, -8.014, -5.475)  -0.228
C (-8.362, -9.566, -5.641)  -0.187
C (-8.473, -10.113, -4.181)  -0.204
S (-7.172, -9.162, -3.270)  0.710
O (-5.905, -9.890, -3.248)  -0.346
O (-7.740, -8.699, -2.002)  -0.357
C (-7.085, -7.735, -4.484)  -0.188
H (-9.111, -7.525, -5.096)  0.096
H (-7.969, -7.515, -6.413)  0.107
H (-7.429, -9.886, -6.106)  0.106
H (-9.120, -9.810, -6.386)  0.108
H (-8.388, -11.172, -3.937)  0.094
H (-9.433, -9.834, -3.748)  0.092
H (-6.215, -7.898, -5.120)  0.093
H (-6.980, -6.791, -3.949)  0.073
O (-6.168, -5.326, -0.055)  0.102
C (-5.335, -6.235, -0.050)  -0.427
O (-4.499, -6.486, 0.994)  0.002
C (-3.609, -7.565, 0.696)  -0.137
C (-3.818, -7.853, -0.834)  -0.149
C (-5.224, -7.356, -1.047)  -0.109
H (-3.805, -8.467, 1.276)  0.119
H (-2.580, -7.213, 0.776)  0.109
H (-3.774, -8.907, -1.110)  0.111
H (-3.170, -7.329, -1.536)  0.082
H (-5.892, -8.158, -0.731)  0.113
H (-5.356, -7.048, -2.084)  0.107
O (-8.439, -2.174, -3.607)  0.106
C (-9.031, -3.144, -3.190)  -0.472
O (-10.101, -3.161, -2.380)  0.024
C (-10.421, -4.478, -1.839)  -0.114
C (-9.210, -5.321, -2.311)  -0.142
C (-8.745, -4.587, -3.559)  -0.113
H (-11.361, -4.897, -2.199)  0.116
H (-10.425, -4.536, -0.751)  0.119
H (-9.473, -6.357, -2.525)  0.103
H (-8.388, -5.285, -1.597)  0.112
H (-9.344, -4.911, -4.410)  0.043
H (-7.738, -4.839, -3.893)  0.098
O (-2.101, -6.644, -12.473)  0.074
C (-1.706, -5.641, -11.870)  -0.433
O (-1.791, -5.591, -10.513)  0.010
C (-1.305, -4.336, -9.984)  -0.134
C (-0.673, -3.593, -11.210)  -0.136
C (-0.997, -4.422, -12.461)  -0.056
H (-0.649, -4.436, -9.120)  0.074
H (-2.188, -3.778, -9.674)  0.109
H (0.389, -3.579, -10.964)  0.091
H (-0.858, -2.521, -11.281)  0.089
H (-0.120, -4.790, -12.994)  0.126
H (-1.640, -3.979, -13.222)  0.124
Cl (1.481, -2.975, -8.181)  0.670
C (1.937, -4.595, -7.618)  -0.598
C (2.343, -4.397, -6.105)  -0.677
Cl (2.753, -5.884, -5.289)  0.616
H (2.762, -5.068, -8.151)  0.075
H (1.128, -5.324, -7.623)  0.054
H (1.653, -3.882, -5.437)  0.053
H (3.259, -3.814, -6.016)  0.055
Cl (-4.028, -11.134, -9.951)  0.462
C (-3.358, -9.421, -10.214)  -0.611
C (-2.566, -8.861, -9.079)  -0.647
Cl (-3.635, -8.607, -7.665)  0.574
H (-4.198, -8.752, -10.402)  0.068
H (-2.721, -9.395, -11.098)  0.075
H (-2.080, -7.926, -9.356)  0.065
H (-1.749, -9.519, -8.782)  0.050
Cl (-10.502, -4.766, -6.614)  0.530
C (-9.319, -3.435, -6.922)  -0.563
C (-8.388, -3.901, -8.089)  -0.696
Cl (-9.318, -4.012, -9.555)  0.566
H (-8.762, -3.395, -5.986)  0.040
H (-9.989, -2.630, -7.225)  0.063
H (-8.018, -4.902, -7.867)  0.048
H (-7.587, -3.164, -8.141)  0.065


(2)
Molecular formula: C10H11BrN2O
Method: DFT, the ωB97M-V functional and the def2-TZVPD basis

The calculation puts the orbital gap at 9.7 eV. As for the structure (SMILES): C[C@]1(c2ccc(Br)cc2)COC(N)=N1. For the total energy, the calculation gives -3146.42531 Eh. The charge is 0. The energy above the lowest of the compared OMol25 structures with the same formula, charge and spin comes out at 0.00 kJ/mol. Its spin multiplicity is 1.

Each line ends with the Löwdin charge.
Geometry (Å):
C (-1.396, -0.953, 1.421)  -0.017
C (-0.832, 0.076, 0.381)  -0.446
C (0.628, -0.327, 0.028)  -0.145
C (1.697, -0.095, 0.912)  -0.037
C (2.998, -0.502, 0.611)  -0.128
C (3.288, -1.176, -0.563)  -0.672
Br (5.079, -1.720, -1.021)  0.690
C (2.231, -1.456, -1.443)  -0.116
C (0.906, -1.046, -1.162)  -0.011
C (-0.915, 1.486, 0.984)  -0.109
O (-2.038, 2.090, 0.350)  0.025
C (-2.365, 1.266, -0.672)  -0.475
N (-3.277, 1.587, -1.641)  0.151
N (-1.712, 0.151, -0.799)  0.152
H (-0.698, -1.136, 2.224)  0.071
H (-1.543, -1.922, 0.872)  0.101
H (-2.333, -0.631, 1.852)  0.077
H (1.583, 0.380, 1.863)  0.108
H (3.798, -0.254, 1.291)  0.098
H (2.446, -2.016, -2.361)  0.099
H (0.147, -1.223, -1.908)  0.101
H (-0.046, 2.076, 0.707)  0.124
H (-1.007, 1.463, 2.114)  0.149
H (-2.907, 1.395, -2.558)  0.105
H (-3.731, 2.486, -1.482)  0.106


Copy entry 2 word for word.
Molecular formula: C10H11BrN2O
Method: DFT, the ωB97M-V functional and the def2-TZVPD basis

The calculation puts the orbital gap at 9.7 eV. As for the structure (SMILES): C[C@]1(c2ccc(Br)cc2)COC(N)=N1. For the total energy, the calculation gives -3146.42531 Eh. The charge is 0. The energy above the lowest of the compared OMol25 structures with the same formula, charge and spin comes out at 0.00 kJ/mol. Its spin multiplicity is 1.

Each line ends with the Löwdin charge.
Geometry (Å):
C (-1.396, -0.953, 1.421)  -0.017
C (-0.832, 0.076, 0.381)  -0.446
C (0.628, -0.327, 0.028)  -0.145
C (1.697, -0.095, 0.912)  -0.037
C (2.998, -0.502, 0.611)  -0.128
C (3.288, -1.176, -0.563)  -0.672
Br (5.079, -1.720, -1.021)  0.690
C (2.231, -1.456, -1.443)  -0.116
C (0.906, -1.046, -1.162)  -0.011
C (-0.915, 1.486, 0.984)  -0.109
O (-2.038, 2.090, 0.350)  0.025
C (-2.365, 1.266, -0.672)  -0.475
N (-3.277, 1.587, -1.641)  0.151
N (-1.712, 0.151, -0.799)  0.152
H (-0.698, -1.136, 2.224)  0.071
H (-1.543, -1.922, 0.872)  0.101
H (-2.333, -0.631, 1.852)  0.077
H (1.583, 0.380, 1.863)  0.108
H (3.798, -0.254, 1.291)  0.098
H (2.446, -2.016, -2.361)  0.099
H (0.147, -1.223, -1.908)  0.101
H (-0.046, 2.076, 0.707)  0.124
H (-1.007, 1.463, 2.114)  0.149
H (-2.907, 1.395, -2.558)  0.105
H (-3.731, 2.486, -1.482)  0.106


Q: spin multiplicity of number 1 (C47H88Cl6NO17S5)?
A: 1


Copy entry 2 word for word.
Molecular formula: C10H11BrN2O
Method: DFT, the ωB97M-V functional and the def2-TZVPD basis

The calculation puts the orbital gap at 9.7 eV. As for the structure (SMILES): C[C@]1(c2ccc(Br)cc2)COC(N)=N1. For the total energy, the calculation gives -3146.42531 Eh. The charge is 0. The energy above the lowest of the compared OMol25 structures with the same formula, charge and spin comes out at 0.00 kJ/mol. Its spin multiplicity is 1.

Each line ends with the Löwdin charge.
Geometry (Å):
C (-1.396, -0.953, 1.421)  -0.017
C (-0.832, 0.076, 0.381)  -0.446
C (0.628, -0.327, 0.028)  -0.145
C (1.697, -0.095, 0.912)  -0.037
C (2.998, -0.502, 0.611)  -0.128
C (3.288, -1.176, -0.563)  -0.672
Br (5.079, -1.720, -1.021)  0.690
C (2.231, -1.456, -1.443)  -0.116
C (0.906, -1.046, -1.162)  -0.011
C (-0.915, 1.486, 0.984)  -0.109
O (-2.038, 2.090, 0.350)  0.025
C (-2.365, 1.266, -0.672)  -0.475
N (-3.277, 1.587, -1.641)  0.151
N (-1.712, 0.151, -0.799)  0.152
H (-0.698, -1.136, 2.224)  0.071
H (-1.543, -1.922, 0.872)  0.101
H (-2.333, -0.631, 1.852)  0.077
H (1.583, 0.380, 1.863)  0.108
H (3.798, -0.254, 1.291)  0.098
H (2.446, -2.016, -2.361)  0.099
H (0.147, -1.223, -1.908)  0.101
H (-0.046, 2.076, 0.707)  0.124
H (-1.007, 1.463, 2.114)  0.149
H (-2.907, 1.395, -2.558)  0.105
H (-3.731, 2.486, -1.482)  0.106


Q: energy above the lowest of the compared OMol25 structures with the same formula, charge and spin of number 2 (C10H11BrN2O)?
A: 0.00 kJ/mol